Entry 1:
The molecule C2H4N6, computed with the ωB97M-V functional and the def2-TZVPD basis.

Computed properties:
- E: -407.0673 Eh
- Gap between HOMO and LUMO: 0.3453 hartree
- Energy relative to the best compared isomer or geometry (same formula, charge and spin): 1.3507 eV
- SMILES: [H]/N=C\n1nnc(N)n1
- Highest occupied orbital energy: -9.451 eV

Structure (ORCA input):
```
! wB97M-V def2-TZVPD RIJCOSX def2/J DEFGRID3
* xyz 0 1
H 2.33181 -1.96533 1.75978
N 2.76062 -1.45328 0.96062
C 1.90914 -0.81106 0.18312
N 0.59257 -0.51181 0.12337
N -0.28911 -0.69294 1.04085
N -1.37755 -0.04452 0.82610
C -1.12490 0.70197 -0.30701
N -2.12659 1.32989 -0.91147
N 0.11070 0.40899 -0.78988
H 2.19098 -0.39524 -0.85507
H -1.99223 2.12031 -1.62686
H -2.98545 1.31303 -0.40354
*
```



Entry 2:
The molecule C2H4N6, computed with the ωB97M-V functional and the def2-TZVPD basis.

Computed properties:
- E: -406.9716 Eh
- Gap between HOMO and LUMO: 0.3348 hartree
- Energy relative to the best compared isomer or geometry (same formula, charge and spin): 3.9544 eV
- SMILES: [H]/N=C/n1[nH]nn/c1=N\[H]
- Highest occupied orbital energy: -9.287 eV

Structure (ORCA input):
```
! wB97M-V def2-TZVPD RIJCOSX def2/J DEFGRID3
* xyz 0 1
H 0.38945 -0.06675 3.17321
N 0.11412 0.63287 2.32287
C 0.26648 -0.22204 1.34181
N -0.28576 0.08680 0.09325
N -0.77948 1.36498 -0.41533
N -0.73151 1.38697 -1.78631
N 0.06309 0.52085 -2.34458
C 0.23882 -0.48912 -1.04001
N 0.61204 -1.75375 -1.07480
H 1.23879 -1.78377 -1.99654
H 0.68013 -1.17704 1.57874
H -1.80616 1.50002 0.14770
*
```



Entry 3:
The ion C2H4NO with charge +1, computed with the ωB97M-V functional and the def2-TZVPD basis.

Computed properties:
- E: -208.1248 Eh
- Gap between HOMO and LUMO: 0.3582 hartree
- Energy relative to the best compared isomer or geometry (same formula, charge and spin): 3.9680 eV
- SMILES: O=[N+]1CC1
- Highest occupied orbital energy: -17.661 eV

Structure (ORCA input):
```
! wB97M-V def2-TZVPD RIJCOSX def2/J DEFGRID3
* xyz 1 1
O -2.09016 0.06174 -0.01688
N -0.90663 0.04593 0.02317
C 0.31524 0.74867 0.03259
C 0.35713 -0.67873 -0.01293
H 0.50977 1.35673 0.87313
H 0.53603 1.19260 -0.84318
H 0.48456 -1.46838 -0.86479
H 0.79406 -1.25856 0.80889
*
```



Entry 4:
A cluster of 2 separate species, C2H4NO in total, computed with the ωB97M-V functional and the def2-TZVPD basis.

Computed properties:
- E: -208.0079 Eh
- Gap between HOMO and LUMO (alpha / beta): 0.3470 / 0.3001 hartree
- Energy relative to the best compared isomer or geometry (same formula, charge and spin): 7.1490 eV
- Highest occupied orbital energy (alpha / beta): -16.883 / -16.921 eV

Structure (ORCA input):
```
! wB97M-V def2-TZVPD RIJCOSX def2/J DEFGRID3
* xyz 1 1
C -0.45694 -0.43031 -0.33026
C 0.34600 0.00130 0.84689
N -0.22342 0.85786 -0.14954
O -0.35116 1.96999 -0.50693
H 0.65928 -1.24198 -2.01640
H -1.31086 -1.03575 -0.56490
H -0.09173 -0.02184 1.84474
H 1.42884 -0.09927 0.87640
*
```



Entry 5:
The ion C2H4NO2 with charge -1, computed with the ωB97M-V functional and the def2-TZVPD basis.

Computed properties:
- E: -283.6764 Eh
- Gap between HOMO and LUMO (alpha / beta): 0.1972 / 0.2359 hartree
- Energy relative to the best compared isomer or geometry (same formula, charge and spin): 6.3854 eV
- Highest occupied orbital energy (alpha / beta): -1.264 / -2.154 eV

Structure (ORCA input):
```
! wB97M-V def2-TZVPD RIJCOSX def2/J DEFGRID3
* xyz -1 1
C -0.73100 -0.53156 -0.01804
C 0.49861 0.24695 0.57479
N -1.91613 0.12476 -0.62327
O -2.48925 0.81271 0.33940
O 0.87692 1.41861 -0.05389
H -0.27463 -1.08744 -0.99163
H -1.06460 -1.11028 0.84721
H 0.27709 0.57945 1.56003
H 1.28525 1.13083 -0.87412
*
```



Entry 6:
The ion C2H4NO2 with charge -1, computed with the ωB97M-V functional and the def2-TZVPD basis.

Computed properties:
- E: -283.8550 Eh
- Gap between HOMO and LUMO: 0.2742 hartree
- Energy relative to the best compared isomer or geometry (same formula, charge and spin): 1.5233 eV
- SMILES: O=CNC[O-]
- Highest occupied orbital energy: -2.937 eV

Structure (ORCA input):
```
! wB97M-V def2-TZVPD RIJCOSX def2/J DEFGRID3
* xyz -1 1
O -0.86810 -1.99444 0.20168
C -0.57144 -0.80672 0.20290
N 0.69166 -0.29275 0.07834
C 0.89172 1.21611 -0.15894
O -0.28525 1.81038 -0.30104
H -1.24423 0.05094 0.35372
H 1.45927 -0.91677 -0.11605
H 1.58200 1.23846 -1.07487
H 1.37430 1.61969 0.80631
*
```



Entry 7:
The molecule C2H4NO2, computed with the ωB97M-V functional and the def2-TZVPD basis.

Computed properties:
- E: -283.7434 Eh
- Gap between HOMO and LUMO (alpha / beta): 0.4147 / 0.2551 hartree
- Energy relative to the best compared isomer or geometry (same formula, charge and spin): 1.2362 eV
- Highest occupied orbital energy (alpha / beta): -10.645 / -10.427 eV

Structure (ORCA input):
```
! wB97M-V def2-TZVPD RIJCOSX def2/J DEFGRID3
* xyz 0 2
C 0.00264 0.66630 -0.99701
N -0.51369 0.23291 0.39557
C 0.27872 -0.58117 1.21039
O -0.25217 -1.10301 2.23073
O 1.50527 -0.76639 0.79134
H -0.39651 1.55001 -1.55884
H -0.27744 -0.29835 -1.61670
H 1.10630 0.61120 -0.73179
H -1.45312 -0.31151 0.27632
*
```



Entry 8:
A cluster of 2 separate species, C2H4NO2 in total, computed with the ωB97M-V functional and the def2-TZVPD basis.

Computed properties:
- E: -283.3768 Eh
- Gap between HOMO and LUMO: 0.3040 hartree
- Energy relative to the best compared isomer or geometry (same formula, charge and spin): 4.8819 eV
- Highest occupied orbital energy: -15.675 eV

Structure (ORCA input):
```
! wB97M-V def2-TZVPD RIJCOSX def2/J DEFGRID3
* xyz 1 1
C -1.77879 -0.68511 0.04979
C 1.97508 0.36151 0.06858
N -1.03847 0.26927 -0.05015
O -0.66116 1.32646 -0.03592
O 1.14569 -0.55184 -0.03887
H -2.82914 -0.55787 -0.07878
H -1.27444 -1.57617 0.08115
H 3.01507 0.05543 -0.10973
H 1.44616 1.35831 0.11392
*
```



Entry 9:
The ion C2H4NO2 with charge +1, computed with the ωB97M-V functional and the def2-TZVPD basis.

Computed properties:
- E: -283.1779 Eh
- Gap between HOMO and LUMO (alpha / beta): 0.3260 / 0.3256 hartree
- Energy relative to the best compared isomer or geometry (same formula, charge and spin): 10.2918 eV
- Highest occupied orbital energy (alpha / beta): -17.097 / -17.085 eV

Structure (ORCA input):
```
! wB97M-V def2-TZVPD RIJCOSX def2/J DEFGRID3
* xyz 1 1
C -0.43267 0.61229 0.56973
C -0.79702 -0.46043 -0.44167
N 1.55799 -0.70410 -0.15712
O 2.37486 0.68362 -0.00286
O 0.41457 -0.58738 0.31673
H -0.10569 1.50580 -0.00111
H -0.76973 0.46767 1.66512
H -1.60896 -1.17923 -0.36041
H -0.63337 -0.33823 -1.58841
*
```



Entry 10:
A cluster of 2 separate species, C2H4NO3 in total, computed with the ωB97M-V functional and the def2-TZVPD basis.

Computed properties:
- E: -359.1735 Eh
- Gap between HOMO and LUMO: 0.3183 hartree
- Energy relative to the best compared isomer or geometry (same formula, charge and spin): 0.2000 eV
- Highest occupied orbital energy: -4.639 eV

Structure (ORCA input):
```
! wB97M-V def2-TZVPD RIJCOSX def2/J DEFGRID3
* xyz -1 1
C -1.37809 1.51507 -0.44409
N -0.19043 0.98342 -0.17397
O -1.65387 2.20558 -1.41218
H -2.12848 1.26639 0.32156
H -0.11089 0.32275 0.58919
H 0.63167 1.21012 -0.71842
O 2.39626 -1.71267 0.03986
C 1.24097 -1.87404 0.44268
O 0.58571 -1.17549 1.26654
H 0.60714 -2.74115 0.08883
*
```



Entry 11:
The ion C2H4NO3 with charge +1, computed with the ωB97M-V functional and the def2-TZVPD basis.

Computed properties:
- E: -358.5182 Eh
- Gap between HOMO and LUMO: 0.3047 hartree
- Energy relative to the best compared isomer or geometry (same formula, charge and spin): 2.7698 eV
- SMILES: CO[C@@H]1O[N+]1=O
- Highest occupied orbital energy: -16.329 eV

Structure (ORCA input):
```
! wB97M-V def2-TZVPD RIJCOSX def2/J DEFGRID3
* xyz 1 1
C 0.15899 0.15490 0.70396
O -0.94127 -0.68955 0.36283
C -1.95790 0.19126 -0.48212
O -2.70822 1.02113 0.39883
N -3.24471 -0.07176 -0.05390
O -4.17713 -0.78066 -0.02625
H -0.01987 1.17986 1.23319
H 0.74048 0.27406 -0.17773
H 0.87986 -0.41978 1.49719
H -1.60330 0.51476 -1.45800
*
```



Entry 12:
A cluster of 2 separate species, C2H4NO3S in total, computed with the ωB97M-V functional and the def2-TZVPD basis.

Computed properties:
- E: -757.2275 Eh
- Gap between HOMO and LUMO: 0.3084 hartree
- Energy relative to the best compared isomer or geometry (same formula, charge and spin): 2.5648 eV
- Highest occupied orbital energy: -4.605 eV

Structure (ORCA input):
```
! wB97M-V def2-TZVPD RIJCOSX def2/J DEFGRID3
* xyz -1 1
C 0.70096 -0.95131 1.74543
C 0.37359 -1.20516 0.38669
N -0.29767 1.33687 -0.31087
O -0.98814 0.95169 -2.71298
O -1.35061 3.26158 -1.78282
O 1.82640 -0.93873 2.26264
S -0.92591 1.86097 -1.56346
H -0.23915 -0.62798 2.23206
H 0.02535 -0.08451 -0.15044
H -0.39705 -2.03924 0.09417
H 1.27223 -1.56419 -0.20042
*
```